Formula: C42H90NO17P2
Source: the OMol25 dataset
Level of theory: ωB97M-V with the def2-TZVPD basis set

Each line ends with the Mulliken charge.
Geometry (Å):
C -1.193 -0.420 2.960  -1.934
C -1.099 -0.183 1.442  2.950
C -1.473 -1.363 0.541  -0.952
P -3.296 -1.657 -0.082  3.018
C -3.650 -2.724 1.486  -0.959
C -3.289 -4.207 1.434  -1.677
C -3.105 -0.571 -1.630  -1.932
C -1.950 0.414 -1.747  0.341
C -0.726 -0.185 -2.465  -1.244
C 0.552 0.500 -2.024  0.073
O 0.394 1.918 -2.091  -0.424
C 1.044 2.549 -1.028  -0.513
C -5.066 -2.233 -0.797  -1.740
C -6.393 -1.614 -0.443  0.475
C -7.077 -2.029 0.701  -0.326
C -8.310 -1.532 1.061  -0.875
C -8.930 -0.592 0.257  -0.673
C -8.299 -0.218 -0.915  -0.566
C -7.059 -0.714 -1.285  1.365
C -6.536 -0.253 -2.621  -1.994
O -2.457 -3.109 -0.937  -0.415
N -2.996 -3.720 -1.969  0.204
O -2.258 -4.528 -2.463  -0.539
P -4.287 0.151 1.016  0.009
O -4.386 0.029 2.697  -0.618
O -3.676 1.656 0.581  -0.258
H -1.200 -1.483 3.193  0.398
H -2.049 0.067 3.416  0.292
H -0.307 -0.013 3.456  0.394
H -0.025 -0.018 1.274  -0.857
H -1.538 0.778 1.182  -1.082
H -1.227 -2.261 1.119  0.830
H -0.760 -1.443 -0.277  -0.706
H -3.194 -2.287 2.374  0.453
H -4.725 -2.686 1.654  0.244
H -3.598 -4.666 2.380  0.506
H -2.218 -4.381 1.348  0.191
H -3.828 -4.743 0.655  0.249
H -4.034 0.009 -1.643  -0.039
H -3.147 -1.162 -2.548  1.027
H -2.287 1.215 -2.412  0.871
H -1.691 0.952 -0.844  -1.031
H -0.823 0.010 -3.534  0.346
H -0.642 -1.252 -2.263  0.437
H 1.402 0.233 -2.661  0.489
H 0.765 0.235 -0.984  -0.377
H 2.110 2.288 -0.989  0.321
H 0.587 2.310 -0.061  0.089
H 0.990 3.630 -1.154  0.366
H -5.017 -2.195 -1.881  1.001
H -5.164 -3.291 -0.551  0.484
H -6.628 -2.771 1.346  0.396
H -8.791 -1.872 1.968  0.399
H -9.895 -0.171 0.501  0.374
H -8.800 0.486 -1.571  0.381
H -6.505 0.835 -2.682  0.346
H -5.570 -0.658 -2.892  0.223
H -7.234 -0.575 -3.398  0.484
H -4.266 0.872 3.146  0.294
H -4.430 2.230 0.437  0.329
C 4.595 -2.270 -8.626  -0.786
O 3.632 -2.380 -7.609  -0.229
C 4.071 -1.803 -6.392  -0.748
C 2.909 -1.545 -5.460  -0.325
O 2.175 -0.372 -5.760  -0.413
C 1.294 -0.422 -6.872  -0.522
C 0.030 -1.208 -6.614  0.187
O 0.269 -2.599 -6.726  -0.322
C -0.740 -3.356 -6.088  -0.630
H 5.527 -2.783 -8.354  0.310
H 4.184 -2.736 -9.519  0.232
H 4.820 -1.219 -8.847  0.326
H 4.590 -0.856 -6.590  0.348
H 4.772 -2.495 -5.904  0.426
H 3.325 -1.369 -4.465  0.389
H 2.259 -2.421 -5.402  0.273
H 1.801 -0.788 -7.769  0.204
H 1.007 0.617 -7.046  0.436
H -0.735 -0.920 -7.350  0.450
H -0.339 -0.969 -5.610  -0.227
H -0.783 -3.140 -5.015  0.196
H -0.496 -4.407 -6.224  0.252
H -1.725 -3.160 -6.529  0.337
C -0.722 9.269 1.349  -0.800
O -1.150 8.114 2.024  -0.165
C -2.302 8.348 2.811  -0.613
C -2.988 7.050 3.173  -0.325
O -3.795 6.512 2.143  -0.478
C -3.122 5.882 1.059  -0.709
C -2.557 4.522 1.387  -0.161
O -1.330 4.650 2.091  -0.288
C -0.993 3.461 2.771  -0.274
H -0.462 10.072 2.052  0.309
H 0.163 9.005 0.773  0.233
H -1.494 9.636 0.661  0.321
H -3.008 8.987 2.266  0.354
H -2.001 8.862 3.736  0.425
H -3.681 7.268 3.989  0.404
H -2.260 6.319 3.535  0.111
H -2.349 6.532 0.643  0.233
H -3.892 5.744 0.297  0.413
H -2.375 3.967 0.458  0.267
H -3.278 3.960 1.991  0.255
H -1.752 3.205 3.520  0.358
H -0.045 3.633 3.279  0.284
H -0.885 2.619 2.079  -0.225
C 7.509 2.649 4.613  -0.830
O 6.238 2.069 4.457  -0.162
C 5.442 2.202 5.620  -0.614
C 3.981 1.972 5.310  -0.365
O 3.329 3.087 4.728  -0.470
C 3.600 3.354 3.359  -0.725
C 2.925 2.400 2.402  0.027
O 3.653 1.187 2.322  -0.342
C 2.880 0.131 1.789  -0.163
H 8.068 2.176 5.431  0.307
H 8.053 2.501 3.683  0.239
H 7.432 3.725 4.812  0.324
H 5.565 3.205 6.049  0.346
H 5.770 1.458 6.361  0.416
H 3.469 1.813 6.261  0.406
H 3.852 1.072 4.704  0.160
H 4.674 3.398 3.166  0.243
H 3.184 4.348 3.182  0.487
H 2.890 2.859 1.404  0.245
H 1.900 2.207 2.739  0.023
H 2.012 -0.081 2.423  0.134
H 3.512 -0.754 1.753  0.287
H 2.531 0.363 0.776  0.013
C 5.321 -3.639 4.150  -0.850
O 4.944 -3.721 2.798  -0.123
C 6.052 -3.916 1.941  -0.628
C 5.604 -4.412 0.585  -0.326
O 5.312 -5.798 0.533  -0.480
C 4.094 -6.225 1.127  -0.390
C 2.861 -5.869 0.330  -0.631
O 2.518 -4.519 0.549  -0.141
C 1.651 -4.006 -0.444  -0.616
H 6.002 -2.797 4.327  0.296
H 4.415 -3.488 4.734  0.233
H 5.806 -4.565 4.483  0.333
H 6.749 -4.642 2.380  0.383
H 6.575 -2.957 1.812  0.407
H 6.440 -4.276 -0.104  0.404
H 4.765 -3.815 0.220  0.117
H 4.003 -5.859 2.152  0.159
H 4.168 -7.314 1.162  0.411
H 2.027 -6.511 0.652  0.413
H 3.052 -6.050 -0.736  0.355
H 2.129 -4.031 -1.431  0.346
H 1.434 -2.972 -0.184  -0.093
H 0.708 -4.561 -0.479  0.426

As for the largest force on an atom: 3.33 eV/A. Its total energy is -99879.4485 eV. The frontier orbital gap comes out at 5.54 eV. Its net charge is -1. The calculation puts the LUMO energy at 2.1 eV.

***

Formula: C42H92Cd2N5O24
Source: the OMol25 dataset
Level of theory: ωB97M-V with the def2-TZVPD basis set

Each line ends with the Mulliken spin population.
Geometry (Å):
O -4.065 3.561 0.494  0.000
H -3.973 3.398 1.435  0.000
H -3.676 2.842 -0.010  0.000
H -3.705 4.407 0.218  0.000
Cd 2.743 -0.704 -3.982  -0.003
Cd -0.422 4.821 -0.755  -0.001
C -2.326 -0.212 -1.990  -0.003
C -1.107 -0.825 -2.207  0.001
C 0.203 -0.182 -1.782  -0.002
O 1.448 -0.573 -2.050  -0.002
C 0.311 0.964 -1.046  0.010
C -0.850 1.733 -0.771  -0.001
C -2.317 0.956 -1.102  0.003
O -3.371 1.297 -0.620  0.000
O -0.840 2.899 -0.414  -0.005
O -1.202 -1.952 -2.885  0.001
H -3.176 -0.859 -2.150  0.000
H 1.241 1.146 -0.528  0.002
C 5.156 4.053 -1.864  0.262
C 5.083 2.885 -2.522  0.059
C 3.739 2.308 -3.032  -0.054
O 3.553 1.272 -3.788  -0.011
C 2.573 2.786 -2.475  0.013
C 2.518 3.971 -1.736  -0.030
C 3.892 4.720 -1.467  0.053
O 3.868 5.660 -0.710  0.138
O 1.458 4.269 -1.179  -0.012
O 6.284 2.370 -2.787  0.568
H 6.025 4.644 -1.616  0.002
H 1.560 2.437 -2.609  -0.001
O 1.577 -2.500 -4.336  0.000
H 1.591 -3.426 -4.579  0.000
H 0.773 -2.398 -3.827  0.000
O -5.992 0.244 -1.589  0.000
H -6.337 0.885 -0.967  0.000
H -5.116 0.040 -1.262  0.000
O -0.639 4.205 -2.778  0.000
H 0.228 4.357 -3.153  0.000
H -1.012 3.504 -3.312  0.000
O -1.803 -3.264 -5.347  0.000
H -2.405 -3.875 -4.921  0.000
H -1.485 -2.706 -4.637  0.000
O -4.878 -1.271 -5.153  0.000
H -4.972 -0.815 -4.317  0.000
H -4.031 -0.978 -5.492  0.000
C -1.829 1.908 3.006  0.000
O -3.129 2.402 2.713  0.000
C -3.674 3.042 3.851  0.000
C -5.155 3.487 3.634  0.000
N -5.386 4.565 2.672  0.000
C -4.738 5.831 2.953  0.000
C -5.168 6.522 4.270  0.000
O -5.150 7.895 4.049  0.000
C -6.335 8.494 3.602  0.000
H -1.898 1.104 3.738  0.000
H -1.092 2.710 2.973  0.000
H -1.557 1.436 2.062  0.000
H -3.219 3.984 4.159  0.000
H -3.757 2.354 4.692  0.000
H -5.619 3.812 4.566  0.000
H -5.693 2.586 3.338  0.000
H -6.335 4.739 2.376  0.000
H -4.937 6.521 2.132  0.000
H -3.652 5.773 3.035  0.000
H -4.432 6.275 5.036  0.000
H -6.180 6.276 4.592  0.000
H -6.607 8.101 2.623  0.000
H -6.300 9.582 3.655  0.000
H -7.209 8.207 4.186  0.000
C 2.409 0.154 2.056  0.000
O 2.989 1.076 3.026  0.000
C 3.080 2.379 2.546  -0.001
C 3.958 3.224 3.470  0.001
N 4.665 4.230 2.662  0.005
C 5.503 3.737 1.554  -0.001
C 6.675 4.706 1.189  0.006
O 7.782 4.453 2.088  0.001
C 8.741 5.446 2.236  0.000
H 2.892 0.216 1.081  0.000
H 1.368 0.431 1.887  0.000
H 2.532 -0.869 2.412  0.000
H 2.109 2.867 2.459  0.000
H 3.506 2.291 1.547  0.000
H 4.564 2.486 3.995  0.000
H 3.204 3.584 4.171  0.000
H 5.322 4.720 3.252  0.001
H 4.894 3.553 0.669  0.008
H 5.820 2.705 1.708  0.000
H 6.449 5.770 1.119  0.001
H 7.117 4.562 0.203  -0.006
H 9.387 5.312 3.103  0.000
H 8.332 6.432 2.457  0.000
H 9.456 5.536 1.419  0.000
C 3.342 -1.370 -6.981  0.000
O 3.940 -1.311 -5.619  0.000
C 4.996 -2.309 -5.444  0.000
C 5.440 -2.087 -3.972  0.001
N 4.232 -2.112 -3.130  0.000
C 4.518 -1.774 -1.756  0.002
C 5.593 -2.714 -1.102  0.000
O 5.116 -3.967 -0.818  0.000
C 6.010 -4.779 -0.079  0.000
H 2.714 -2.262 -6.986  0.000
H 4.060 -1.283 -7.796  0.000
H 2.563 -0.617 -7.102  0.000
H 5.859 -2.140 -6.087  0.000
H 4.719 -3.359 -5.535  0.000
H 6.058 -1.189 -3.945  -0.001
H 5.975 -3.025 -3.820  0.000
H 4.111 -3.106 -2.994  0.000
H 3.692 -1.940 -1.064  0.000
H 4.687 -0.698 -1.699  -0.003
H 6.032 -2.242 -0.223  0.000
H 6.536 -2.900 -1.617  0.000
H 5.732 -5.790 -0.375  0.000
H 5.690 -4.881 0.958  0.000
H 7.073 -4.777 -0.318  0.000
C 3.550 -8.841 -0.744  0.000
O 2.363 -8.178 -1.236  0.000
C 1.309 -8.069 -0.331  0.000
C 0.419 -6.890 -0.781  0.000
N 1.204 -5.687 -0.872  0.000
C 0.381 -4.507 -1.360  0.001
C -0.661 -4.173 -0.274  0.000
O 0.061 -3.872 0.959  0.000
C 0.475 -2.516 1.174  0.000
H 4.377 -8.337 -1.244  0.000
H 3.400 -9.901 -0.947  0.000
H 3.764 -8.564 0.288  0.000
H 1.553 -7.911 0.720  0.000
H 0.890 -9.073 -0.405  0.000
H -0.394 -6.794 -0.061  0.000
H -0.073 -6.988 -1.749  0.000
H 1.492 -5.243 -0.012  0.000
H -0.145 -4.445 -2.314  0.000
H 0.983 -3.599 -1.405  0.000
H -1.464 -4.904 -0.179  0.000
H -1.340 -3.343 -0.474  0.000
H -0.357 -1.931 1.566  0.000
H 0.962 -2.152 0.269  0.000
H 1.123 -2.547 2.050  0.000
C -7.522 0.087 5.367  0.000
O -7.255 -0.217 4.018  0.000
C -6.348 -1.291 3.879  0.000
C -6.027 -1.317 2.365  0.000
N -5.032 -2.321 2.088  0.000
C -4.604 -2.205 0.684  0.000
C -4.182 -3.719 0.152  0.000
O -5.169 -4.729 0.305  0.000
C -6.493 -4.377 -0.140  0.000
H -8.485 0.594 5.435  0.000
H -6.874 0.833 5.829  0.000
H -7.494 -0.770 6.040  0.000
H -6.821 -2.205 4.237  0.000
H -5.440 -1.305 4.482  0.000
H -5.562 -0.343 2.214  0.000
H -6.905 -1.458 1.735  0.000
H -5.450 -3.227 2.244  0.000
H -3.692 -1.613 0.606  0.001
H -5.186 -1.632 -0.038  0.000
H -3.251 -3.978 0.657  0.000
H -3.909 -3.689 -0.903  0.000
H -6.431 -3.858 -1.097  0.000
H -7.087 -3.652 0.417  0.000
H -7.159 -5.217 -0.337  0.000

As for the largest force on an atom: 5.93 eV/A. Its total energy is -110732.1620 eV. Its spin multiplicity is 2. The frontier orbital gap comes out at 2.93 eV. Its net charge is +2. The calculation puts the LUMO energy at -8.6 eV.